C32H69BrNO13PS | the ωB97M-V functional and the def2-TZVPD basis

Geometry as XYZ:
```
118
C32H69BrNO13PS | OMol25 | the ωB97M-V functional and the def2-TZVPD basis
O 1.221 1.153 0.624
N 0.476 1.665 -0.090
O 1.147 2.666 -0.866
C 0.231 3.506 -1.431
C 0.401 4.814 -1.404
P 1.804 5.611 -0.561
S 1.435 7.406 0.079
C -0.633 5.660 -2.073
O -0.358 6.636 -2.727
C -2.016 5.146 -1.912
C -2.208 3.842 -1.916
C -3.550 3.211 -1.789
C -3.812 2.553 -0.442
O -4.686 1.761 -0.268
Br -2.673 3.086 1.059
C -1.014 2.980 -2.129
O -1.025 2.057 -2.887
H 2.907 5.507 -1.425
H 2.104 4.741 0.498
H -2.831 5.832 -1.798
H -4.297 3.991 -1.847
H -3.743 2.486 -2.562
C 1.401 -1.326 -5.705
C 2.293 -0.384 -4.910
C 2.062 -0.525 -3.416
O 2.059 0.967 -5.314
H 0.347 -1.100 -5.519
H 1.578 -1.208 -6.774
H 1.583 -2.367 -5.434
H 3.337 -0.594 -5.139
H 1.034 -0.267 -3.144
H 2.713 0.161 -2.871
H 2.266 -1.541 -3.076
H 1.140 1.174 -5.118
C -7.741 -1.978 -1.086
C -7.515 -1.622 0.376
C -7.922 -0.185 0.666
O -6.145 -1.820 0.729
H -7.138 -1.334 -1.732
H -7.442 -3.009 -1.281
H -8.789 -1.861 -1.364
H -8.087 -2.303 1.008
H -7.320 0.506 0.071
H -7.753 0.059 1.715
H -8.974 -0.015 0.435
H -5.614 -1.223 0.190
C -3.849 -1.476 4.617
C -5.207 -1.218 5.252
C -6.140 -2.401 5.059
O -5.797 -0.047 4.688
H -3.959 -1.635 3.541
H -3.194 -0.615 4.754
H -3.365 -2.354 5.049
H -5.079 -1.013 6.315
H -6.305 -2.568 3.990
H -7.114 -2.203 5.507
H -5.735 -3.314 5.497
H -5.917 -0.208 3.746
C 5.337 -4.672 -1.371
C 5.437 -3.415 -2.216
C 4.988 -2.192 -1.433
O 4.651 -3.555 -3.403
H 4.299 -4.842 -1.069
H 5.658 -5.547 -1.938
H 5.954 -4.592 -0.475
H 6.466 -3.278 -2.548
H 3.941 -2.290 -1.129
H 5.061 -1.294 -2.049
H 5.595 -2.053 -0.538
H 3.738 -3.687 -3.129
C 2.261 12.927 1.042
C 1.650 11.805 1.868
C 2.595 11.344 2.968
O 1.298 10.708 1.030
H 3.176 12.584 0.551
H 1.571 13.244 0.260
H 2.506 13.790 1.662
H 0.716 12.150 2.314
H 3.520 10.953 2.537
H 2.141 10.542 3.550
H 2.849 12.164 3.643
H 2.103 10.375 0.620
C 2.544 -5.976 2.483
C 2.661 -4.728 1.623
C 2.217 -3.483 2.378
O 1.893 -4.878 0.428
H 1.505 -6.140 2.781
H 2.865 -6.856 1.925
H 3.152 -5.895 3.385
H 3.695 -4.606 1.299
H 1.167 -3.568 2.671
H 2.308 -2.600 1.744
H 2.815 -3.330 3.277
H 0.972 -4.989 0.683
C -5.743 -4.993 1.206
C -5.561 -6.318 0.483
C -6.668 -6.551 -0.536
O -5.521 -7.400 1.416
H -6.687 -4.984 1.761
H -4.942 -4.841 1.931
H -5.743 -4.156 0.514
H -4.595 -6.327 -0.023
H -7.641 -6.591 -0.040
H -6.523 -7.503 -1.048
H -6.694 -5.755 -1.282
H -6.364 -7.416 1.879
C 8.940 -1.091 -1.867
C 8.541 -1.511 -0.461
C 9.549 -1.037 0.574
O 8.394 -2.931 -0.396
H 9.903 -1.532 -2.138
H 8.205 -1.440 -2.594
H 9.022 -0.007 -1.949
H 7.560 -1.099 -0.226
H 10.532 -1.476 0.379
H 9.246 -1.348 1.574
H 9.649 0.049 0.562
H 9.248 -3.324 -0.601
```

Values from the calculation:
Net charge ... 0
SMILES string ... O=NOC1=C([PH2]=S)C(=O)C=C(CC(=O)Br)C1=O.CC(C)O.CC(C)O.CC(C)O.CC(C)O.CC(C)O.CC(C)O.CC(C)O.CC(C)O
Lowest unoccupied orbital energy ... -0.063 hartree
Gap between HOMO and LUMO ... 7.26 eV

***

C32H71CsN10O2SSbSe4 | the ωB97M-V functional and the def2-TZVPD basis

Geometry as XYZ:
```
122
C32H71CsN10O2SSbSe4 | OMol25 | the ωB97M-V functional and the def2-TZVPD basis
Cs 0.047 2.124 1.881
C 2.854 -2.092 3.379
N 2.096 -2.392 2.196
C 0.707 -2.704 2.349
C 2.589 -1.838 0.999
N 1.769 -1.173 0.240
C 2.250 -0.887 -1.053
C 1.189 -0.252 -1.979
N 0.972 1.159 -1.876
C 2.185 2.008 -1.958
C 2.808 2.318 -0.544
N 2.324 3.615 -0.164
C 3.156 4.564 0.059
N 2.827 5.633 0.944
C 1.986 5.336 2.041
C 3.209 6.940 0.609
N 4.491 4.621 -0.396
C 4.775 4.224 -1.707
C 5.549 4.781 0.555
C -0.028 1.531 -2.845
C -0.730 2.870 -2.608
N -1.534 2.829 -1.393
C -2.090 3.895 -0.937
N -3.230 3.784 -0.157
C -4.071 2.616 -0.300
C -3.509 4.779 0.834
N -1.656 5.152 -1.154
C -2.612 6.140 -1.458
C -0.263 5.501 -1.050
N 3.962 -2.132 0.697
C 4.517 -3.435 1.115
C 4.886 -1.080 0.733
H 2.222 -2.314 4.255
H 3.188 -1.031 3.309
H 3.784 -2.680 3.535
H 0.625 -3.552 3.053
H 0.339 -2.956 1.407
H 0.013 -1.919 2.604
H 2.545 -1.804 -1.511
H 3.214 -0.371 -1.011
H 0.241 -0.765 -1.801
H 1.507 -0.399 -3.059
H 1.906 2.936 -2.394
H 2.944 1.549 -2.556
H 3.961 2.269 -0.606
H 2.381 1.569 0.245
H 2.314 5.843 2.920
H 2.081 4.312 2.282
H 0.960 5.666 1.825
H 4.018 6.894 -0.108
H 3.484 7.392 1.523
H 2.421 7.500 0.122
H 3.919 4.050 -2.330
H 5.354 3.322 -1.849
H 5.385 5.028 -2.132
H 5.167 5.285 1.386
H 6.377 5.236 0.076
H 5.841 3.789 0.888
H -0.873 0.835 -2.799
H 0.443 1.443 -3.894
H -1.429 3.022 -3.457
H 0.022 3.664 -2.725
H -3.750 1.844 0.425
H -3.899 2.157 -1.286
H -5.145 2.897 -0.186
H -2.632 5.305 1.070
H -3.641 4.246 1.795
H -4.334 5.406 0.611
H -3.522 5.613 -1.750
H -2.189 6.839 -2.199
H -2.874 6.834 -0.584
H 0.315 4.575 -0.895
H -0.050 6.140 -0.163
H 0.135 5.998 -1.948
H 3.844 -4.243 1.182
H 4.867 -3.409 2.101
H 5.325 -3.738 0.431
H 4.551 -0.179 0.121
H 5.820 -1.338 0.136
H 5.084 -0.724 1.703
Se -3.189 2.076 3.434
Se -3.216 -0.238 2.908
Se -5.013 -0.820 1.368
Se -6.973 -1.471 2.431
O -1.568 0.195 -0.138
H -1.655 0.986 -0.663
H -2.124 0.267 0.647
S 4.664 1.961 3.145
C 3.105 2.174 2.920
O -4.019 -10.322 5.212
C -2.949 -10.365 4.861
C -1.906 -6.140 -2.237
C -1.204 -5.909 -0.914
C -0.632 -7.167 -0.443
Sb -2.171 -4.781 0.627
C -3.985 -6.013 0.880
C -5.107 -5.152 1.554
C -4.482 -6.868 -0.288
C -2.955 -3.217 -0.801
C -4.103 -3.503 -1.773
C -1.781 -2.544 -1.473
H -1.165 -6.269 -3.051
H -2.436 -5.275 -2.607
H -2.608 -6.992 -2.157
H -0.335 -5.243 -1.128
H -1.347 -7.941 -0.259
H -0.071 -7.107 0.519
H 0.142 -7.625 -1.098
H -3.586 -6.670 1.622
H -5.364 -4.340 0.902
H -4.730 -4.813 2.519
H -6.051 -5.685 1.766
H -4.896 -6.359 -1.203
H -5.207 -7.553 -0.017
H -3.569 -7.576 -0.617
H -3.417 -2.487 -0.106
H -3.871 -4.004 -2.738
H -4.555 -2.498 -1.972
H -4.947 -4.114 -1.306
H -1.172 -3.240 -2.177
H -1.044 -2.073 -0.828
H -2.192 -1.759 -2.136
```

Values from the calculation:
ΔE to the lowest compared entry with this formula, charge and spin ... 1.791 eV
Net charge ... -2
Lowest unoccupied orbital energy (spin up / spin down) ... 0.114 / 0.114 hartree
Gap between HOMO and LUMO (spin up / spin down) ... 3.66 / 3.89 eV
Spin multiplicity ... 2

***

Number 1: E_tot -5606.93830 Ha. Number 2: E_tot -12224.00900 Ha.